This record from the Open Molecules 2025 dataset describes an isolated molecule of C3H4N2O2. The level of theory is ωB97M-V/def2-TZVPD.

Geometry as XYZ:
```
11
Properties=species:S:1:pos:R:3:forces:R:3
C -0.2429 1.4400 -0.7973 -1.84 -1.19 -1.08
N 0.2235 -0.3181 0.3461 1.90 -5.16 4.46
C -0.9382 -0.1631 -0.2498 1.52 4.60 -1.24
O 1.3983 -0.5068 -0.4253 -0.26 -0.04 0.29
C 0.2717 -1.7242 1.4682 -0.93 1.86 -1.38
O -2.0729 -0.4138 -0.1342 -0.56 -0.86 0.11
N -0.0055 -2.4381 2.3340 0.36 0.19 -0.33
H 1.9260 -1.0197 0.2253 -0.08 0.49 -0.62
H 0.6206 1.8906 -0.3232 0.07 -0.59 0.27
H -1.1248 2.0402 -0.6017 -0.10 0.11 -0.33
H -0.0558 1.2130 -1.8421 -0.10 0.59 -0.16
```
Positions in Å, forces in eV/Å.

Summary:
LUMO in Eh: -0.0216
Spin multiplicity: 1
Gap between HOMO and LUMO in Eh: 0.3557
HOMO energy in eV: -10.266
ΔE to the lowest compared entry with this formula, charge and spin in kcal/mol: 179.5
Structure (SMILES): CC(=O)N(O)C#N